Formula: C27H79O34P7S2
Source: the OMol25 dataset
Level of theory: the ωB97M-V functional and the def2-TZVPD basis

Results
* HOMO-LUMO gap: 10.4 eV
* net charge: 0
* spin multiplicity: 1
* structure (SMILES): CCOS(C)(=O)=O.CCOS(C)(=O)=O.COP(=O)(OC)OC.COP(=O)(OC)OC.COP(=O)(OC)OC.COP(=O)(OC)OC.COP(=O)(OC)OC.COP(=O)(OC)OC.COP(=O)(OC)OC
* HOMO: -10.364 eV
* energy above the lowest of the compared OMol25 structures with the same formula, charge and spin: 0.0 kJ/mol

The geometry in XYZ format:
```
149
Properties=species:S:1:pos:R:3:lowdin_charge:R:1
C 0.35761 4.49384 0.07727 -0.0648
C 1.85054 4.30690 0.22499 -0.2338
O 2.21883 3.19306 -0.61507 -0.2634
S 3.75205 3.03774 -0.97161 0.5350
C 3.92468 4.27309 -2.22052 -0.1041
O 4.54182 3.36913 0.16079 -0.2458
O 3.84670 1.78765 -1.62827 -0.2504
H 0.06839 5.39659 0.61453 0.0816
H -0.19997 3.63122 0.44415 0.0692
H 0.05336 4.60544 -0.96529 0.0704
H 2.39000 5.20831 -0.06264 0.1155
H 2.07257 4.05674 1.26519 0.1212
H 4.96224 4.22066 -2.55016 0.0814
H 3.71587 5.26737 -1.83855 0.0664
H 3.28023 4.00123 -3.05126 0.0756
C -1.08062 1.69275 -1.49124 -0.0544
C -0.55706 0.85765 -0.34331 -0.2413
O 0.60768 0.16395 -0.79786 -0.2970
S 1.29785 -0.83130 0.22766 0.5619
C 2.20733 0.30040 1.19710 -0.1033
O 0.26296 -1.42418 1.00974 -0.2750
O 2.17759 -1.62449 -0.54750 -0.2422
H -2.01402 2.19135 -1.24109 0.0899
H -1.23346 1.06546 -2.36941 0.0603
H -0.34161 2.43382 -1.79986 0.0672
H -0.29610 1.49386 0.50790 0.0896
H -1.29106 0.13268 0.00980 0.0977
H 1.63566 1.21999 1.27339 0.0505
H 3.17475 0.46772 0.74724 0.0507
H 2.26265 -0.12548 2.19339 0.0583
C -2.49233 -1.89727 1.65097 -0.0643
O -3.67840 -2.34593 2.35973 -0.2168
P -5.06424 -2.22464 1.66098 0.2842
O -5.13497 -2.65702 0.27689 -0.2033
O -6.00664 -3.00637 2.63200 -0.1909
C -6.13899 -2.56437 3.99196 -0.0730
O -5.37992 -0.67897 1.89531 -0.2254
C -6.56929 -0.13517 1.34956 -0.1060
H -1.87857 -2.76067 1.43281 0.0669
H -1.95468 -1.21557 2.30206 0.0665
H -2.81413 -1.37037 0.75336 0.0783
H -5.16618 -2.56752 4.48584 0.0880
H -6.77532 -3.27157 4.51483 0.0915
H -6.57717 -1.56886 4.02069 0.0829
H -7.20137 0.29960 2.12980 0.0869
H -7.18792 -0.86482 0.82450 0.0917
H -6.31963 0.67454 0.66370 0.0897
C -0.01420 -1.20155 -6.09046 -0.0545
O -0.62957 0.10488 -6.10224 -0.1911
P 0.23324 1.32923 -5.62747 0.3257
O 1.57444 1.42485 -6.16896 -0.2001
O -0.74889 2.52015 -5.91889 -0.2833
C -0.62358 3.20657 -7.16992 -0.0635
O 0.15290 1.28882 -4.04868 -0.2256
C 1.29232 0.87523 -3.28098 -0.0831
H 0.89318 -1.19594 -5.48815 0.0925
H 0.19207 -1.56225 -7.09543 0.0975
H -0.71735 -1.89693 -5.63672 0.0688
H -1.36881 2.81202 -7.86073 0.1019
H 0.38274 3.15899 -7.57513 0.0919
H -0.88419 4.25089 -6.99301 0.0777
H 1.26434 -0.18707 -3.03229 0.0897
H 1.30334 1.44113 -2.35035 0.0543
H 2.23353 1.08402 -3.79036 0.0924
C -0.52499 5.58418 -4.56538 -0.0653
O -1.89976 5.96115 -4.43029 -0.1878
P -2.75809 5.40171 -3.24222 0.3132
O -4.15803 5.79264 -3.23044 -0.2027
O -2.45327 3.84605 -3.24343 -0.2159
C -2.82057 3.07416 -4.38389 -0.0797
O -1.95760 5.88586 -1.97502 -0.2137
C -2.66662 5.90145 -0.74064 -0.1004
H -0.42422 4.78716 -5.30181 0.0525
H -0.08410 5.34168 -3.60093 0.0833
H 0.01113 6.44625 -4.96637 0.0991
H -1.99655 2.43217 -4.68460 0.0514
H -3.11679 3.68416 -5.24214 0.0996
H -3.69907 2.47305 -4.14116 0.1008
H -1.99242 5.87045 0.10945 0.0624
H -3.28403 5.00272 -0.61960 0.0934
H -3.34610 6.74840 -0.67173 0.0945
C 7.07926 -0.82554 4.06905 -0.0924
O 6.98777 -1.87677 3.10538 -0.1954
P 5.79353 -1.85915 2.07734 0.3113
O 4.49716 -1.46956 2.63623 -0.2203
O 5.90871 -3.29547 1.50635 -0.1866
C 5.01443 -3.68260 0.44721 -0.0619
O 6.29108 -0.98519 0.85756 -0.1941
C 6.04856 0.41597 0.77636 -0.0935
H 7.70075 -0.02593 3.66427 0.0893
H 7.52842 -1.21456 4.97900 0.0869
H 6.09456 -0.43456 4.33208 0.0831
H 4.72482 -2.84224 -0.18489 0.0805
H 4.09737 -4.09373 0.86740 0.0735
H 5.52052 -4.41381 -0.17436 0.0934
H 6.96108 0.92255 0.46676 0.0950
H 5.66970 0.86854 1.69425 0.0914
H 5.31273 0.59838 -0.00626 0.0563
C -0.04062 4.35032 4.04910 -0.0820
O -0.34531 3.19178 4.81092 -0.2058
P 0.00416 1.76145 4.25344 0.3196
O 1.39827 1.55533 3.87586 -0.2026
O -0.97374 1.52948 3.02077 -0.2298
C -2.36976 1.81329 3.17886 -0.0699
O -0.59026 0.90443 5.41950 -0.1935
C -0.58710 -0.52840 5.23036 -0.0526
H 0.24330 4.11390 3.02378 0.0642
H 0.71068 4.94927 4.55808 0.0964
H -0.94521 4.96555 4.00038 0.0948
H -2.67904 2.44794 2.34712 0.0912
H -2.61209 2.24975 4.14281 0.0930
H -2.92274 0.88067 3.04361 0.0787
H -0.44053 -0.97610 6.20372 0.0924
H 0.24204 -0.83723 4.59157 0.0893
H -1.51936 -0.86438 4.77936 0.0854
C 1.54383 -4.70662 6.70803 -0.0778
O 0.48734 -4.34923 5.80361 -0.2266
P -0.00457 -5.38388 4.71330 0.3207
O -0.45848 -6.67958 5.20118 -0.2138
O -1.08257 -4.46797 4.01516 -0.2015
C -2.06247 -5.13867 3.23708 -0.0929
O 1.18486 -5.49873 3.67552 -0.1989
C 1.75492 -4.32787 3.06951 -0.0650
H 2.40393 -4.06735 6.50197 0.0884
H 1.87092 -5.73771 6.57928 0.0901
H 1.17752 -4.53306 7.71480 0.0886
H -1.81626 -5.07740 2.17569 0.0795
H -3.06045 -4.74515 3.40711 0.0835
H -2.09418 -6.19837 3.50178 0.0846
H 2.70145 -4.62624 2.63817 0.0762
H 1.96020 -3.53738 3.79098 0.0887
H 1.10546 -3.93223 2.28836 0.0800
C -1.23110 -1.65537 -2.71404 -0.0576
O -0.16596 -2.56421 -3.02847 -0.2015
P -0.42772 -4.05273 -3.46118 0.3069
O 0.74364 -4.68859 -4.03952 -0.2064
O -1.09034 -4.78124 -2.22262 -0.1925
C -0.33008 -4.87760 -1.02029 -0.0839
O -1.64160 -3.91688 -4.46218 -0.2317
C -2.17169 -5.07154 -5.10228 -0.0865
H -0.83069 -0.69292 -3.03095 0.0542
H -1.48370 -1.66116 -1.65703 0.0917
H -2.11599 -1.76156 -3.34427 0.1025
H -0.93173 -4.52415 -0.18114 0.0716
H 0.61298 -4.33066 -1.03562 0.0870
H -0.11123 -5.92698 -0.80830 0.0955
H -2.23606 -4.88285 -6.16965 0.0900
H -3.14026 -5.34285 -4.68211 0.0919
H -1.53522 -5.94905 -4.94939 0.0896
```



Formula: C27H80N6O13
Source: the OMol25 dataset
Level of theory: the ωB97M-V functional and the def2-TZVPD basis

Results
* HOMO-LUMO gap: 8.2 eV
* net charge: 0
* spin multiplicity: 1
* HOMO: -8.633 eV
* energy above the lowest of the compared OMol25 structures with the same formula, charge and spin: 1036.8 kJ/mol

The geometry in XYZ format:
```
126
Properties=species:S:1:pos:R:3:lowdin_charge:R:1
C -2.18572 3.48713 1.81341 -0.1471
O -1.85172 2.19513 1.49541 -0.1247
H -2.41572 3.60413 2.88941 0.0926
H -3.02972 3.87313 1.21741 0.0882
H -1.35472 4.12213 1.63641 0.0513
H -1.90072 2.12613 0.57941 -0.0259
C 3.17128 -0.51487 1.72241 -0.1460
O 3.67928 -0.84287 3.02641 -0.0958
H 3.86328 -0.33287 0.91741 0.0708
H 2.43628 0.33013 1.82141 0.0673
H 2.54628 -1.30187 1.34041 0.0445
H 3.60528 -0.01487 3.50741 0.0767
C -3.30072 0.24713 3.59341 -0.1764
O -3.42372 0.89013 4.82241 -0.1158
H -3.82572 0.81213 2.87941 0.0657
H -3.75572 -0.69987 3.63441 0.0508
H -2.22072 0.08413 3.39541 0.0706
H -2.72872 0.68913 5.49241 0.0905
C -3.35272 -1.31387 0.55741 -0.6114
O -2.52172 -1.86387 1.47541 -0.1312
N -4.63172 -1.39487 0.70741 0.1728
N -2.92072 -0.70587 -0.50459 0.1873
H -4.92272 -1.93787 1.55441 0.1507
H -5.37972 -0.77587 0.23641 0.1739
H -1.90672 -0.74287 -0.73059 0.0628
H -3.51872 -0.09587 -1.13559 0.1585
C 0.18228 -0.18287 0.10441 -0.5740
O 1.03628 0.81713 -0.24759 -0.0787
N -0.18872 -1.15187 -0.66759 0.1736
N -0.38572 -0.19187 1.26841 0.1571
H 0.02328 -1.24387 -1.69459 0.1178
H -0.50172 -2.02887 -0.21159 0.0842
H -0.45472 0.71013 1.71541 0.0705
H -1.24472 -0.83187 1.26041 0.0830
C 0.16728 -2.68987 3.93941 -0.5905
O 0.71828 -3.54287 4.91441 -0.1561
N -1.11372 -2.69087 3.65241 0.1420
N 0.82628 -1.83387 3.17141 0.1571
H -1.74872 -3.41387 4.09241 0.1628
H -1.51972 -2.09587 2.93741 0.0388
H 1.84828 -1.67487 3.29541 0.0999
H 0.38328 -1.26687 2.40041 0.0652
C 1.84728 4.01313 -1.04059 -0.0378
C 2.36228 3.67613 0.30841 -0.6256
C 1.23528 3.74313 1.31341 -0.0329
O 2.88728 2.53913 0.42241 -0.0006
H 1.13928 4.84713 -1.02959 0.0797
H 1.24928 3.23513 -1.50459 0.0533
H 2.67328 4.29313 -1.69359 0.0949
H 3.10128 4.41913 0.55141 0.1408
H 0.77728 4.71313 1.28741 0.0820
H 1.47228 3.47513 2.28641 0.0392
H 0.44828 3.13113 0.88441 0.0622
H 2.38728 1.84213 -0.06259 0.0611
C 4.33528 -4.08987 -1.10559 -0.0190
C 3.24328 -3.04187 -0.81859 -0.6272
C 3.56328 -1.69287 -1.32759 -0.0487
O 2.06428 -3.44587 -1.09259 0.0301
H 4.29928 -4.36987 -2.17759 0.0887
H 4.11928 -4.94187 -0.49959 0.0690
H 5.30928 -3.71587 -0.87659 0.0718
H 3.31228 -3.00987 0.29141 0.1392
H 2.74728 -1.03687 -1.18059 0.0500
H 3.71828 -1.74087 -2.42159 0.0848
H 4.43528 -1.19687 -0.90359 0.0904
H 1.45928 -2.97687 -0.55359 0.0485
C 0.52628 1.40113 3.74141 -0.0340
C 0.31428 2.72813 4.38441 -0.6256
C -0.78872 2.63113 5.42341 -0.0154
O 1.32928 3.23113 4.94141 0.0413
H 1.27328 1.42513 2.94441 0.0698
H -0.33872 1.09513 3.28141 0.0131
H 0.83528 0.66313 4.49741 0.1170
H 0.02928 3.52913 3.65641 0.1278
H -0.65172 3.22713 6.33441 0.0989
H -0.90672 1.67213 5.78241 0.0398
H -1.67872 2.99713 4.94341 0.0626
H 2.07028 2.71413 4.63441 0.1075
C 0.71428 1.45613 -3.49159 -0.0319
C 2.22128 1.52913 -3.59059 -0.6573
C 2.82728 0.26113 -4.16659 -0.0288
O 2.66528 2.46113 -4.23459 0.0625
H 0.27128 2.45813 -3.56359 0.0642
H 0.29528 0.95713 -2.58959 0.0532
H 0.24628 0.92813 -4.30459 0.0714
H 2.59528 1.64413 -2.55059 0.1404
H 2.38328 -0.56087 -3.68559 0.0229
H 3.89428 0.25513 -3.95359 0.0897
H 2.73028 0.13213 -5.22359 0.0808
H 2.02928 2.74513 -4.87759 0.1192
C -1.45172 4.41713 -3.00259 -0.0368
C -2.41872 3.70313 -2.13659 -0.6294
C -1.89172 2.42113 -1.49659 -0.0188
O -2.83772 4.47313 -1.23159 0.0392
H -0.55672 4.64213 -2.42159 0.0713
H -1.91772 5.40713 -3.14559 0.0950
H -1.20472 4.07213 -3.99459 0.0781
H -3.23472 3.41413 -2.81859 0.1489
H -1.60172 1.63913 -2.19759 0.0625
H -2.68072 1.99913 -0.86459 0.0705
H -1.06572 2.60613 -0.81959 0.0763
H -3.64972 4.83213 -1.56959 0.1255
C -1.44772 -4.00487 -1.06059 -0.0163
C -0.99172 -4.16987 0.41741 -0.6307
C -0.29872 -5.49887 0.54641 -0.0230
O -0.12572 -3.39287 0.81941 -0.0310
H -0.66172 -3.68887 -1.74159 0.0606
H -2.32372 -3.35187 -1.16759 0.0639
H -1.83672 -4.90687 -1.54159 0.0886
H -1.89772 -4.16187 0.99441 0.1308
H 0.53828 -5.56687 -0.11059 0.0732
H -0.93772 -6.33887 0.17941 0.0997
H 0.11528 -5.61287 1.49941 0.0735
H -0.35772 -3.33287 1.76441 0.0983
C -0.91372 -3.32587 -4.82359 -0.0030
C -0.49672 -1.97087 -4.32859 -0.6267
C -1.65972 -1.24587 -3.57959 -0.0315
O 0.39328 -2.00087 -3.47759 -0.0191
H -1.89172 -3.47287 -5.09759 0.0498
H -0.71472 -4.05587 -4.06759 0.0734
H -0.22472 -3.46087 -5.74159 0.1241
H -0.17272 -1.25687 -5.08659 0.1370
H -2.07272 -1.84387 -2.79259 0.0414
H -2.49072 -1.00887 -4.24059 0.0872
H -1.37972 -0.29287 -3.12559 0.0379
H 1.10728 -2.52287 -3.80359 0.1229
```



Q: Which of these has the highest HOMO?
A: C27H80N6O13